Record 1
ORCA calculation (wB97M-V/def2-TZVPD) on a molecular structure, C8H3IrN2O5.

Values from the calculation:
Total charge: 0
Frontier orbital gap (alpha / beta) (eV): 6.233 / 7.002
E_HOMO (alpha / beta) (eV): -6.88 / -10.77
Spin multiplicity: 5

Cartesian coordinates (Å):
Ir (0.089, 0.255, -0.185)
O (-0.219, -3.292, -1.956)
C (-0.214, -2.414, -1.144)
O (0.096, -1.101, -1.517)
C (-0.501, -2.501, 0.285)
C (-0.842, -3.582, 1.048)
C (-1.073, -3.417, 2.423)
C (-0.953, -2.129, 3.022)
C (-0.614, -1.072, 2.250)
N (-0.391, -1.257, 0.897)
C (-0.427, 0.344, 2.621)
O (-0.545, 0.833, 3.703)
O (-0.079, 1.111, 1.518)
H (-0.927, -4.549, 0.570)
H (-1.343, -4.268, 3.030)
H (-1.125, -1.975, 4.079)
O (1.127, 3.636, -2.576)
C (0.844, 2.715, -1.927)
N (0.551, 1.759, -1.253)

Atomic partial charges in e from the Mulliken method, atoms 1 to 2:
1. Ir 1.133
2. O -0.552

---

Record 2
ORCA calculation (wB97M-V/def2-TZVPD) on a gas-phase ion, C3H10N2O2P (charge -1) in a non-equilibrium geometry.

Values from the calculation:
Total charge: -1
SMILES: CC(C)N[P@](N)(=O)[O-]
Frontier orbital gap (eV): 8.398
E_HOMO (eV): -4.47
Energy above the lowest of the compared OMol25 structures with the same formula, charge and spin (kcal/mol): 19.2

Cartesian coordinates (Å):
C (0.756, 1.489, 0.181)
C (0.937, -0.041, 0.372)
C (2.216, -0.726, -0.267)
N (-0.205, -0.742, -0.259)
P (-1.896, 0.357, 0.214)
N (-2.895, -1.082, 0.133)
O (-2.206, 1.305, -0.926)
O (-1.823, 0.796, 1.608)
H (0.652, 1.576, -0.944)
H (-0.150, 1.666, 0.764)
H (1.615, 2.137, 0.396)
H (0.957, -0.179, 1.417)
H (2.028, -0.697, -1.306)
H (2.234, -1.685, 0.179)
H (3.123, -0.251, -0.128)
H (-0.081, -0.690, -1.281)
H (-2.382, -1.919, 0.629)
H (-2.881, -1.314, -0.782)

Atomic partial charges in e from the Mulliken method, atoms 1 to 2:
1. C -1.168
2. C 0.372

---

Record 3
ORCA calculation (wB97M-V/def2-TZVPD) on 2 unconnected molecules or ions with the total composition CH3Cl2N3 in a non-equilibrium geometry.

Values from the calculation:
Total charge: 0
SMILES: ClNCl.N=C=N
Frontier orbital gap (eV): 10.019
E_HOMO (eV): -9.74
Energy above the lowest of the compared OMol25 structures with the same formula, charge and spin (kcal/mol): 22.0

Cartesian coordinates (Å):
Cl (3.273, -0.484, -1.128)
N (2.938, -0.232, 0.589)
Cl (2.500, 1.442, 0.841)
H (1.978, -0.551, 0.895)
N (0.014, -0.419, 1.085)
C (-0.396, 0.184, 0.101)
N (-0.632, 0.461, -1.050)
H (-0.610, -0.499, 1.848)
H (-0.559, 1.238, -1.526)

Atomic partial charges in e from the Mulliken method, atoms 1 to 2:
1. Cl -0.055
2. N -0.239

---

no.,DFT total energy (eV)
1,-24398.43164
2,-19640.03595
3,-30597.68248